## P
{
  "formula": "C5H13N2",
  "method": "wB97M-V/def2-TZVPD",
  "elements": ["C", "C", "C", "C", "C", "N", "N", "H", "H", "H", "H", "H", "H", "H", "H", "H", "H", "H", "H", "H"],
  "positions_angstrom": [[2.032, 0.271, 0.027], [1.552, -0.898, 0.163], [1.328, 1.580, -0.207], [1.269, -2.321, 0.333], [-1.366, 0.461, -0.761], [-1.955, -0.810, -0.877], [-1.674, 1.086, 0.657], [3.050, 0.348, 0.043], [0.315, 1.250, -0.306], [1.677, 2.327, 0.533], [1.869, 1.696, -1.177], [2.131, -2.763, -0.119], [0.328, -2.711, 0.069], [1.430, -2.510, 1.374], [-1.917, 1.089, -1.466], [-2.846, -0.789, -1.352], [-2.181, -1.268, 0.009], [-1.324, 2.096, 0.599], [-1.060, 0.691, 1.349], [-2.659, 1.175, 1.110]],
  "nbo_charge": [-0.3096, 0.2470, -0.6390, -0.7230, 0.0306, -0.8027, -0.7730, 0.2511, 0.2023, 0.2375, 0.2542, 0.2679, 0.2592, 0.2477, 0.1876, 0.3825, 0.3691, 0.4465, 0.4308, 0.4334],
  "homo_lumo_gap_ha": [0.330, 0.199],
  "lumo_energy_ha": [-0.133, -0.192],
  "molar_mass_da": 101.17,
  "charge": 1
}

## Q
{
  "formula": "C5H13N2",
  "method": "wB97M-V/def2-TZVPD",
  "elements": ["C", "C", "C", "C", "C", "N", "N", "H", "H", "H", "H", "H", "H", "H", "H", "H", "H", "H", "H", "H"],
  "positions_angstrom": [[1.342, 1.840, -1.163], [1.055, 1.085, -0.171], [2.068, -0.854, 0.962], [1.325, 0.479, 1.088], [-1.788, -0.558, 0.112], [-3.006, -0.988, -0.508], [-0.959, 0.112, -0.905], [0.765, 1.956, -2.065], [2.235, 2.459, -1.135], [2.374, -1.196, 1.949], [2.960, -0.735, 0.348], [1.435, -1.613, 0.513], [0.420, 0.376, 1.689], [1.957, 1.209, 1.619], [-1.999, 0.177, 0.891], [-1.188, -1.374, 0.535], [-3.845, -0.762, 0.000], [-3.013, -1.953, -0.803], [-0.663, -0.537, -1.627], [-1.476, 0.877, -1.329]],
  "nbo_charge": [-0.4958, 0.4901, -0.5899, -0.5750, -0.0690, -0.8503, -0.7106, 0.2838, 0.2991, 0.2433, 0.2279, 0.2161, 0.2751, 0.3013, 0.1996, 0.1839, 0.3931, 0.3839, 0.3942, 0.3989],
  "homo_lumo_gap_ha": 0.313,
  "lumo_energy_ha": -0.181,
  "molar_mass_da": 101.17,
  "charge": 1
}

Which one sits at the top of the stability order? Q does.

## P
{
  "formula": "C5H13N2",
  "method": "wB97M-V/def2-TZVPD",
  "elements": ["C", "C", "C", "H", "H", "H", "H", "H", "H", "C", "C", "N", "N", "H", "H", "H", "H", "H", "H", "H"],
  "positions_angstrom": [[-0.411, 2.054, 0.168], [1.072, 2.248, 0.594], [2.191, 1.649, 0.138], [-0.892, 2.990, -0.125], [-0.524, 1.477, -0.823], [-0.946, 1.636, 1.007], [1.188, 2.981, 1.400], [3.166, 1.812, 0.654], [2.265, 1.020, -0.721], [-0.281, -2.026, -0.657], [-0.503, -1.654, 0.633], [0.472, -0.950, 1.338], [-1.496, -2.042, -1.504], [0.601, -2.265, -1.276], [-1.416, -2.038, 1.135], [0.054, -0.521, 2.239], [1.027, -0.252, 0.854], [-1.578, -2.830, -2.137], [-1.687, -1.204, -2.053], [-2.304, -2.084, -0.864]],
  "nbo_charge": [-0.6621, -0.1680, -0.4381, 0.2438, 0.1929, 0.2162, 0.2126, 0.2255, 0.1933, -0.2424, 0.0626, -0.7695, -0.6668, 0.2469, 0.2160, 0.4080, 0.4281, 0.4344, 0.4338, 0.4328],
  "homo_lumo_gap_ha": 0.337,
  "lumo_energy_ha": -0.137,
  "molar_mass_da": 101.17,
  "charge": 1
}

## Q
{
  "formula": "C5H13N2",
  "method": "wB97M-V/def2-TZVPD",
  "elements": ["C", "C", "C", "C", "N", "C", "N", "H", "H", "H", "H", "H", "H", "H", "H", "H", "H", "H", "H", "H"],
  "positions_angstrom": [[0.575, 1.635, -0.584], [-0.082, 0.272, -0.371], [-1.527, 0.321, -0.830], [0.772, -1.032, -0.203], [2.132, -1.136, -0.576], [0.357, -0.240, 0.994], [-0.728, -0.841, 1.824], [0.753, 2.092, 0.348], [-0.161, 2.294, -1.239], [1.599, 1.524, -1.102], [-1.955, 1.268, -0.568], [-2.223, -0.494, -0.540], [-1.677, 0.217, -1.895], [0.387, -2.008, -0.337], [2.536, -0.235, -0.710], [2.219, -1.720, -1.390], [1.081, 0.391, 1.570], [-0.485, -1.876, 2.082], [-1.605, -0.973, 1.165], [-1.121, -0.393, 2.643]],
  "nbo_charge": [-0.6054, -0.0780, -0.6339, -0.0392, -0.7976, -0.1114, -0.6997, 0.2147, 0.2455, 0.2232, 0.2331, 0.1968, 0.2616, 0.2237, 0.3692, 0.3879, 0.2504, 0.4526, 0.4543, 0.4523],
  "homo_lumo_gap_ha": 0.341,
  "lumo_energy_ha": -0.133,
  "molar_mass_da": 101.17,
  "smiles": "CC1(C)[C@@H](N)[C@@H]1[NH3+]",
  "charge": 1
}

## R
{
  "formula": "C5H13N2",
  "method": "wB97M-V/def2-TZVPD",
  "elements": ["C", "C", "C", "C", "C", "N", "N", "H", "H", "H", "H", "H", "H", "H", "H", "H", "H", "H", "H", "H"],
  "positions_angstrom": [[1.509, -1.245, 0.019], [0.732, -0.712, -0.748], [-0.310, -1.596, -2.882], [-0.243, -0.500, -1.762], [-0.548, 1.255, 2.283], [0.907, 1.077, 1.669], [-1.311, 0.922, 1.183], [1.018, 0.209, 0.953], [2.191, -1.503, 0.927], [-0.387, -1.187, -3.860], [-1.280, -2.144, -2.682], [0.672, -2.128, -2.761], [0.043, 0.565, -2.213], [-1.163, -0.345, -1.192], [-0.609, 0.575, 3.234], [-0.672, 2.227, 2.591], [1.150, 1.877, 0.997], [1.685, 1.014, 2.359], [-1.749, 1.696, 0.655], [-1.634, -0.056, 1.229]],
  "nbo_charge": [-0.3192, 0.0415, -0.5897, -0.5032, -0.0193, -0.7856, -0.8794, 0.4706, 0.2883, 0.2327, 0.2316, 0.2317, 0.2408, 0.2386, 0.2218, 0.2123, 0.4290, 0.4192, 0.4229, 0.4152],
  "homo_lumo_gap_ha": 0.399,
  "lumo_energy_ha": -0.115,
  "molar_mass_da": 101.17,
  "charge": 1
}

## S
{
  "formula": "C5H13N2",
  "method": "wB97M-V/def2-TZVPD",
  "elements": ["C", "C", "C", "C", "N", "N", "C", "H", "H", "H", "H", "H", "H", "H", "H", "H", "H", "H", "H", "H"],
  "positions_angstrom": [[-1.344, 1.540, -0.675], [-0.341, 0.731, -0.349], [0.611, 0.221, -1.327], [1.011, -1.241, -1.226], [1.608, -1.462, 0.090], [-0.108, 0.510, 1.138], [-1.548, 0.047, 1.965], [-2.132, 2.032, -0.130], [-1.223, 1.898, -1.732], [0.189, 0.149, -2.351], [1.396, 0.983, -1.295], [0.131, -1.777, -1.114], [1.526, -1.466, -2.215], [2.579, -1.322, 0.145], [1.301, -2.330, 0.433], [0.610, 1.248, 1.603], [0.304, -0.492, 1.202], [-2.437, 0.777, 1.803], [-1.718, -0.986, 1.626], [-1.349, 0.162, 3.093]],
  "nbo_charge": [-0.3574, 0.1351, -0.4817, -0.2089, -0.8647, -0.6364, -0.3861, 0.2303, 0.2334, 0.2567, 0.2334, 0.1922, 0.2164, 0.3891, 0.3788, 0.4659, 0.4738, 0.2513, 0.2320, 0.2469],
  "homo_lumo_gap_ha": 0.381,
  "lumo_energy_ha": -0.121,
  "molar_mass_da": 101.17,
  "smiles": "C=C(CCN)[NH2+]C",
  "charge": 1
}

Which one sits at the top of the stability order? Q does.

## P
{
  "formula": "C6H9NS",
  "method": "wB97M-V/def2-TZVPD",
  "elements": ["C", "C", "C", "C", "C", "C", "H", "H", "H", "H", "H", "H", "H", "H", "H", "N", "S"],
  "positions_angstrom": [[1.024, 1.706, 0.310], [0.470, 0.317, 0.150], [-0.138, -1.385, -0.664], [-0.100, -1.752, 0.828], [0.318, -0.596, 1.373], [-0.844, -0.002, -0.616], [2.010, 1.681, 0.741], [0.375, 2.313, 0.951], [1.087, 2.179, -0.657], [1.194, -0.215, -1.715], [-0.415, -2.176, -1.387], [-0.330, -2.713, 1.296], [0.543, -0.322, 2.388], [-0.875, 0.480, -1.631], [-3.032, 0.932, -0.781], [1.169, -0.656, -0.790], [-2.455, 0.209, 0.203]],
  "nbo_charge": [-0.6222, 0.0545, -0.1198, -0.1913, -0.1872, -0.3213, 0.2251, 0.2269, 0.2106, 0.3361, 0.2141, 0.2283, 0.2223, 0.2183, 0.1251, -0.5793, -0.0401],
  "homo_lumo_gap_ha": 0.361,
  "lumo_energy_ha": 0.028,
  "molar_mass_da": 127.21
}

## Q
{
  "formula": "C6H9NS",
  "method": "wB97M-V/def2-TZVPD",
  "elements": ["C", "C", "S", "C", "C", "C", "N", "C", "H", "H", "H", "H", "H", "H", "H", "H", "H"],
  "positions_angstrom": [[-2.210, -1.509, -0.077], [-0.958, -0.997, 0.011], [0.223, -0.350, -1.267], [0.893, 1.051, -0.287], [0.438, 2.280, -0.747], [0.545, 0.608, 1.099], [1.167, -0.777, 1.330], [-0.315, -0.454, 1.260], [-2.817, -1.995, -0.985], [-2.802, -1.614, 0.918], [2.045, 1.058, -0.175], [-0.650, 2.628, -0.409], [0.985, 3.368, -0.464], [0.390, 1.997, -1.885], [0.317, 1.352, 1.851], [1.338, -0.769, 2.371], [-0.898, -0.849, 2.186]],
  "nbo_charge": [-0.4366, -0.1112, 0.2199, -0.3683, -0.6432, -0.1238, -0.5629, -0.1429, 0.2341, 0.2059, 0.2477, 0.2170, 0.2281, 0.2445, 0.2230, 0.3457, 0.2229],
  "homo_lumo_gap_ha": 0.335,
  "lumo_energy_ha": 0.030,
  "molar_mass_da": 127.21,
  "smiles": "C=C1S[C@@H](C)[C@@H]2N[C@H]12"
}

Which one sits at the top of the stability order? P does.

## P
{
  "formula": "C6H9NS",
  "method": "wB97M-V/def2-TZVPD",
  "elements": ["C", "S", "C", "C", "C", "C", "C", "N", "H", "H", "H", "H", "H", "H", "H", "H", "H"],
  "positions_angstrom": [[-1.992, -0.782, 1.598], [-0.856, 0.007, 0.430], [-1.560, 0.264, -1.222], [0.348, -1.253, -0.279], [1.511, -0.584, -0.905], [1.963, 0.541, -0.393], [1.351, 1.463, 0.633], [0.131, 1.299, 0.991], [-1.841, -0.871, 2.614], [-2.900, -0.272, 1.352], [-0.868, 0.774, -1.823], [-2.426, 0.838, -1.081], [-0.313, -1.753, -1.016], [0.623, -1.799, 0.639], [1.977, -1.155, -1.777], [2.844, 1.026, -0.782], [2.008, 2.256, 1.021]],
  "nbo_charge": [-0.8833, 1.3219, -0.8992, -0.5960, -0.1448, -0.2910, 0.1151, -0.6217, 0.2154, 0.2083, 0.1937, 0.1898, 0.2905, 0.2473, 0.2359, 0.2135, 0.2047],
  "homo_lumo_gap_ha": [0.256, 0.256],
  "lumo_energy_ha": [-0.022, -0.022],
  "molar_mass_da": 127.21,
  "smiles": "C=S1(=C)CC=CC=N1"
}

## Q
{
  "formula": "C6H9NS",
  "method": "wB97M-V/def2-TZVPD",
  "elements": ["C", "C", "C", "C", "C", "C", "H", "H", "H", "H", "H", "H", "H", "H", "H", "N", "S"],
  "positions_angstrom": [[-1.094, 0.051, -0.292], [-1.039, 1.572, -0.163], [-0.641, 0.684, 0.946], [0.804, 0.072, 1.101], [0.600, -1.402, 0.594], [0.291, -0.778, -0.735], [-2.397, -1.066, -1.406], [-2.210, -1.438, 0.358], [-0.212, 1.983, -0.655], [-1.978, 2.185, -0.131], [-1.218, 0.642, 1.904], [1.267, 0.325, 2.072], [1.495, -1.971, 0.354], [-0.136, -2.038, 1.196], [0.172, -1.363, -1.662], [-2.268, -0.660, -0.347], [1.723, 0.385, -0.520]],
  "nbo_charge": [0.0966, -0.4175, -0.2810, -0.2631, -0.4432, -0.3078, 0.3621, 0.3633, 0.2266, 0.2382, 0.2262, 0.2281, 0.2283, 0.1958, 0.2236, -0.8171, 0.1409],
  "homo_lumo_gap_ha": 0.343,
  "lumo_energy_ha": 0.031,
  "molar_mass_da": 127.21
}

## R
{
  "formula": "C6H9NS",
  "method": "wB97M-V/def2-TZVPD",
  "elements": ["C", "C", "C", "C", "C", "C", "H", "H", "H", "H", "H", "H", "H", "H", "H", "N", "S"],
  "positions_angstrom": [[-1.880, 1.170, -0.161], [-0.804, 0.044, -0.346], [-0.017, -0.438, 1.118], [0.598, -1.570, 0.320], [1.510, -0.726, -0.567], [0.594, 0.274, -1.071], [-2.730, 1.034, 0.360], [-1.031, 1.802, 0.656], [-1.985, 1.813, -1.143], [0.586, 0.265, 1.615], [-0.897, -0.779, 1.671], [1.052, -2.154, 0.969], [2.216, -1.345, -1.064], [1.707, 0.860, 0.587], [0.366, 0.808, -2.043], [1.751, 0.695, -0.292], [-1.038, -1.754, -0.609]],
  "nbo_charge": [-0.5843, -0.1281, -0.4104, -0.3130, -0.1063, -0.0995, 0.2178, 0.2039, 0.2237, 0.1802, 0.2169, 0.2129, 0.2089, 0.3349, 0.2199, -0.5596, 0.1820],
  "homo_lumo_gap_ha": 0.338,
  "lumo_energy_ha": 0.027,
  "molar_mass_da": 127.21
}

Which one sits at the top of the stability order? Q does.

## P
{
  "formula": "C5H15NO2",
  "method": "wB97M-V/def2-TZVPD",
  "elements": ["C", "C", "C", "H", "H", "H", "H", "H", "H", "C", "O", "O", "H", "H", "H", "H", "C", "N", "H", "H", "H", "H", "H"],
  "positions_angstrom": [[1.785, 0.924, -0.747], [0.906, 1.335, 0.262], [0.462, 2.769, 0.341], [2.469, 0.108, -0.546], [2.128, 1.665, -1.459], [0.986, 0.865, 1.240], [-0.558, 2.832, 0.722], [1.111, 3.317, 1.024], [0.485, 3.241, -0.641], [0.813, -2.856, 0.057], [-0.185, -2.376, 0.938], [-1.111, -3.436, 1.228], [1.449, -3.599, 0.548], [0.367, -3.281, -0.845], [1.385, -1.963, -0.199], [-1.026, -3.529, 2.188], [-2.137, 0.899, -0.629], [-0.820, 0.319, -0.380], [-2.829, 0.185, -1.088], [-2.569, 1.241, 0.312], [-2.028, 1.763, -1.283], [-0.883, -0.521, 0.192], [-0.201, 0.099, -1.234]],
  "nbo_charge": [-0.6892, -0.0336, -0.6492, 0.1872, 0.1926, 0.1879, 0.2020, 0.2219, 0.2075, -0.2680, -0.3060, -0.4535, 0.1760, 0.1842, 0.2123, 0.4634, -0.4173, -0.7901, 0.1836, 0.1943, 0.1959, 0.3920, 0.4060],
  "homo_lumo_gap_ha": 0.290,
  "lumo_energy_ha": 0.028,
  "molar_mass_da": 121.18,
  "smiles": "C=CC.COO.CN"
}

## Q
{
  "formula": "C5H15NO2",
  "method": "wB97M-V/def2-TZVPD",
  "elements": ["C", "N", "C", "C", "C", "C", "O", "H", "H", "H", "H", "H", "H", "H", "H", "H", "H", "H", "H", "H", "O", "H", "H"],
  "positions_angstrom": [[0.811, 1.414, 2.592], [1.426, 1.011, 1.311], [2.512, 1.831, 0.851], [0.487, 0.669, 0.307], [0.625, -0.689, -0.532], [-0.218, -0.653, -1.804], [-0.904, 0.638, -2.008], [1.479, 1.492, 3.360], [0.210, 2.434, 2.601], [0.091, 0.592, 2.772], [2.813, 2.753, 1.406], [3.384, 1.085, 0.658], [2.259, 2.237, -0.135], [0.378, 1.411, -0.527], [-0.562, 0.499, 0.698], [1.648, -0.859, -0.720], [0.299, -1.556, 0.076], [-1.135, -1.520, -1.597], [0.294, -0.799, -2.756], [-0.432, 1.417, -2.199], [-3.996, -3.642, -0.499], [-3.452, -3.519, -1.252], [-3.355, -4.140, 0.020]],
  "nbo_charge": [-0.3827, -0.4703, -0.4194, -0.1950, -0.4523, -0.0443, -0.7614, 0.1935, 0.1542, 0.1999, 0.2091, 0.1942, 0.1790, 0.1614, 0.2057, 0.2022, 0.1983, 0.1696, 0.1851, 0.4725, -0.9177, 0.4589, 0.4596],
  "homo_lumo_gap_ha": 0.326,
  "lumo_energy_ha": 0.024,
  "molar_mass_da": 121.18,
  "smiles": "CN(C)CCCO.O"
}

## R
{
  "formula": "C5H15NO2",
  "method": "wB97M-V/def2-TZVPD",
  "elements": ["C", "C", "C", "C", "N", "C", "H", "H", "H", "H", "H", "H", "H", "H", "H", "H", "H", "O", "H", "H", "O", "H", "H"],
  "positions_angstrom": [[1.352, -0.506, -3.124], [0.553, 0.239, -2.033], [-0.036, -0.660, -0.998], [0.337, -0.626, 0.281], [-0.117, -1.427, 1.293], [-0.222, -0.923, 2.654], [0.940, -1.487, -3.345], [2.389, -0.611, -2.800], [1.443, 0.089, -4.035], [1.246, 0.925, -1.542], [-0.214, 0.857, -2.508], [-0.839, -1.342, -1.244], [1.033, 0.170, 0.469], [-0.649, -2.239, 1.035], [0.682, -0.336, 2.827], [-1.056, -0.226, 2.773], [-0.396, -1.763, 3.323], [-2.212, 0.994, 1.040], [-3.028, 1.152, 0.551], [-1.740, 0.381, 0.449], [0.519, 2.402, 1.428], [0.375, 2.911, 2.239], [-0.362, 2.026, 1.266]],
  "nbo_charge": [-0.6015, -0.4214, -0.3174, -0.0115, -0.6218, -0.4081, 0.2031, 0.2039, 0.2034, 0.2078, 0.1975, 0.1808, 0.2099, 0.3813, 0.2061, 0.1919, 0.2003, -0.9688, 0.4768, 0.4902, -0.9583, 0.4671, 0.4888],
  "homo_lumo_gap_ha": 0.310,
  "lumo_energy_ha": 0.025,
  "molar_mass_da": 121.18,
  "smiles": "CC/C=C/NC.O.O"
}

Which one sits at the top of the stability order? R does.